{
  "formula": "C57H48Cl2N5O2P2Sr",
  "method": "wB97M-V/def2-TZVPD",
  "elements": ["Sr", "C", "C", "C", "C", "N", "C", "N", "C", "N", "C", "N", "C", "C", "C", "C", "C", "N", "C", "C", "C", "C", "C", "C", "H", "H", "H", "H", "H", "H", "H", "H", "H", "H", "H", "H", "Cl", "C", "Cl", "H", "H", "O", "C", "C", "C", "C", "C", "C", "P", "C", "C", "C", "C", "C", "C", "C", "C", "C", "C", "C", "C", "C", "C", "C", "C", "C", "C", "P", "C", "C", "C", "C", "C", "C", "C", "C", "C", "C", "C", "C", "H", "H", "H", "H", "H", "H", "H", "H", "H", "H", "H", "H", "H", "H", "H", "H", "H", "H", "H", "H", "H", "H", "H", "H", "H", "H", "H", "H", "C", "C", "O", "H", "H", "H", "H", "H", "H"],
  "coordinates": [[0.4355, 0.2083, 0.1491], [3.9152, -0.9237, 4.7870], [4.6888, 0.0319, 4.1414], [4.3064, 0.4923, 2.8961], [3.1503, -0.0209, 2.3189], [2.3976, -0.9351, 2.9382], [2.7791, -1.3756, 4.1466], [2.6357, 0.4563, 1.0977], [2.9967, -0.0191, -0.0605], [2.2416, 0.2804, -1.1563], [2.4570, -0.7116, -2.0990], [1.6470, -0.8683, -3.0664], [1.5455, -2.0574, -3.7965], [1.4704, -1.9946, -5.1896], [1.2859, -3.1622, -5.8982], [1.1602, -4.3647, -5.2131], [1.2360, -4.3282, -3.8331], [1.4285, -3.2056, -3.1284], [3.6540, -1.5203, -1.6853], [4.3792, -2.4996, -2.3322], [5.4913, -3.0249, -1.6779], [5.8489, -2.5859, -0.4075], [5.1055, -1.6049, 0.2494], [4.0099, -1.0770, -0.4127], [4.1867, -1.3078, 5.7614], [5.5827, 0.4244, 4.6123], [4.8746, 1.2460, 2.3675], [2.1307, -2.1141, 4.6033], [1.5628, -1.0355, -5.6829], [1.2397, -3.1402, -6.9797], [0.9979, -5.2976, -5.7356], [1.1396, -5.2384, -3.2479], [4.0992, -2.8543, -3.3158], [6.0909, -3.7845, -2.1669], [6.7231, -3.0069, 0.0750], [5.3885, -1.2719, 1.2381], [3.3595, 3.4744, -0.1974], [3.7681, 4.6079, 1.0905], [3.1738, 4.0914, 2.6788], [3.3124, 5.5587, 0.8546], [4.8438, 4.6882, 1.1434], [-2.9988, 0.9327, -0.5270], [-3.9331, 0.7503, 0.4801], [-5.0806, 1.5164, 0.6078], [-5.9373, 1.2714, 1.6741], [-5.6500, 0.2793, 2.5994], [-4.4824, -0.4592, 2.4689], [-3.6053, -0.2325, 1.4146], [-1.9973, -1.0901, 1.1973], [-2.4683, -2.5126, 0.1562], [-1.8229, -2.6605, -1.0694], [-2.1588, -3.6978, -1.9300], [-3.1414, -4.6036, -1.5622], [-3.7962, -4.4653, -0.3415], [-3.4678, -3.4207, 0.5101], [-1.6987, -1.7003, 2.8930], [-1.6729, -3.0308, 3.2925], [-1.3496, -3.3653, 4.6052], [-1.0489, -2.3736, 5.5282], [-1.0648, -1.0386, 5.1368], [-1.3802, -0.7083, 3.8275], [-3.2669, 1.7013, -1.6470], [-4.3993, 1.5008, -2.4161], [-4.5879, 2.2904, -3.5407], [-3.6508, 3.2544, -3.8898], [-2.5061, 3.4214, -3.1224], [-2.2982, 2.6445, -1.9869], [-0.7922, 2.7132, -0.9436], [0.3399, 3.7127, -1.9707], [0.4913, 5.0913, -1.8403], [1.3485, 5.7818, -2.6898], [2.0579, 5.0992, -3.6689], [1.9149, 3.7226, -3.7993], [1.0612, 3.0292, -2.9520], [-1.2544, 3.8137, 0.4329], [-2.5359, 4.3232, 0.6133], [-2.8296, 5.0926, 1.7331], [-1.8445, 5.3658, 2.6714], [-0.5603, 4.8590, 2.4994], [-0.2715, 4.0751, 1.3929], [-5.3117, 2.2915, -0.1108], [-6.8327, 1.8724, 1.7805], [-6.3250, 0.0900, 3.4251], [-4.2435, -1.2166, 3.2069], [-1.0427, -1.9677, -1.3683], [-1.6496, -3.7937, -2.8823], [-3.4058, -5.4166, -2.2269], [-4.5681, -5.1715, -0.0541], [-4.0050, -3.3024, 1.4445], [-1.8985, -3.8192, 2.5862], [-1.3394, -4.4068, 4.9065], [-0.8043, -2.6368, 6.5508], [-0.8301, -0.2576, 5.8505], [-1.3885, 0.3354, 3.5268], [-5.1208, 0.7421, -2.1370], [-5.4738, 2.1472, -4.1480], [-3.8061, 3.8689, -4.7685], [-1.7653, 4.1591, -3.4078], [-0.0541, 5.6272, -1.0715], [1.4561, 6.8565, -2.5920], [2.7287, 5.6391, -4.3276], [2.4761, 3.1875, -4.5567], [0.9695, 1.9498, -3.0411], [-3.3047, 4.1295, -0.1275], [-3.8314, 5.4812, 1.8717], [-2.0777, 5.9695, 3.5400], [0.2124, 5.0692, 3.2290], [0.7277, 3.6635, 1.2646], [0.8275, -4.4524, 1.0914], [1.4315, -3.2323, 0.4327], [0.8138, -2.0037, 0.9059], [1.1801, -5.3551, 0.5840], [-0.2616, -4.4204, 1.0089], [1.0987, -4.5219, 2.1486], [1.2871, -3.2663, -0.6459], [2.5059, -3.1794, 0.6219], [1.2245, -1.7717, 1.7860]],
  "forces_ev_per_a": [[-2.57, 0.71, 0.76], [-0.03, -0.07, 0.03], [0.08, 0.09, -0.01], [0.09, 0.15, 0.00], [-0.06, -0.04, -0.20], [0.00, -0.10, 0.11], [-0.07, 0.11, -0.23], [0.70, 0.00, 0.22], [0.95, -0.30, -0.12], [1.85, -0.18, -0.78], [0.51, -0.28, 0.12], [-0.58, 0.01, -0.08], [0.24, 0.06, -0.07], [0.04, 0.11, -0.07], [0.03, 0.02, -0.10], [-0.02, -0.03, 0.08], [0.05, 0.14, 0.10], [-0.14, -0.06, -0.01], [-0.15, 0.16, 0.10], [0.07, -0.08, -0.02], [0.01, 0.00, -0.02], [-0.05, 0.06, 0.05], [-0.03, -0.05, -0.03], [-0.19, 0.19, -0.05], [-0.03, 0.03, -0.05], [-0.04, -0.04, -0.03], [-0.02, 0.00, 0.01], [0.00, -0.01, 0.00], [-0.02, -0.04, 0.03], [-0.02, 0.01, 0.01], [0.02, 0.01, 0.04], [0.00, 0.04, -0.03], [0.04, 0.03, 0.05], [-0.05, 0.05, 0.04], [-0.06, 0.02, -0.01], [0.02, -0.01, -0.02], [-0.01, -0.06, -0.02], [-0.02, 0.01, -0.08], [0.02, -0.07, 0.02], [-0.05, 0.11, 0.01], [0.10, 0.02, 0.04], [-0.07, -0.08, 0.05], [0.12, 0.11, -0.12], [-0.06, -0.01, 0.02], [0.02, 0.02, -0.02], [-0.02, 0.01, 0.01], [-0.07, -0.02, 0.06], [0.12, -0.01, -0.06], [-1.02, -0.27, 0.34], [0.05, -0.05, 0.07], [0.00, -0.06, 0.05], [0.03, 0.02, -0.03], [-0.03, -0.01, 0.06], [0.01, -0.01, 0.03], [-0.04, 0.02, -0.09], [0.11, 0.07, 0.02], [0.01, -0.07, 0.06], [0.01, 0.03, -0.02], [-0.01, 0.00, -0.02], [0.00, -0.01, -0.05], [0.02, -0.10, 0.04], [-0.02, 0.03, 0.16], [-0.02, -0.01, -0.04], [-0.02, 0.03, -0.04], [0.01, 0.00, -0.02], [0.00, 0.01, -0.05], [0.03, -0.14, 0.16], [-0.18, 0.73, -0.55], [-0.08, 0.00, -0.04], [0.01, -0.01, -0.02], [-0.03, -0.01, 0.04], [0.02, -0.03, 0.01], [-0.02, 0.00, 0.03], [0.03, 0.03, 0.05], [-0.03, -0.05, 0.11], [0.00, 0.04, -0.05], [0.01, 0.00, 0.02], [0.00, -0.03, -0.01], [-0.02, -0.01, -0.02], [-0.03, -0.08, -0.04], [0.02, -0.02, 0.03], [0.04, -0.05, -0.02], [0.05, 0.01, -0.05], [0.01, 0.04, -0.01], [0.03, -0.01, -0.04], [-0.02, 0.01, 0.06], [0.01, 0.02, 0.02], [0.06, 0.07, -0.04], [0.03, 0.00, -0.01], [-0.01, 0.03, 0.00], [0.00, 0.06, -0.03], [-0.02, 0.01, -0.06], [-0.01, -0.03, -0.04], [-0.02, 0.02, 0.02], [0.05, 0.03, 0.00], [0.05, 0.01, 0.02], [0.01, -0.04, 0.06], [-0.02, -0.04, 0.00], [-0.01, -0.01, -0.05], [0.00, -0.07, 0.01], [-0.05, -0.03, 0.04], [-0.04, 0.02, 0.04], [0.02, 0.05, -0.03], [0.04, 0.02, 0.07], [0.04, -0.01, -0.02], [0.02, -0.02, -0.04], [-0.01, -0.02, -0.03], [-0.04, 0.07, 0.03], [-0.08, -0.03, 0.01], [-0.15, 0.06, 0.12], [0.55, -0.98, 0.39], [0.01, 0.06, 0.08], [0.06, -0.04, -0.03], [-0.05, 0.03, -0.06], [-0.04, 0.10, -0.05], [0.03, 0.03, 0.00], [-0.01, -0.14, -0.25]],
  "total_energy_ha": -4258.90343,
  "homo_ev": -10.369,
  "e_above_lowest_kj_mol": 0.0,
  "orbital_gap_ev": 8.20,
  "total_charge": 1
}